*w*
6 unconnected molecules or ions with the total composition C2H15NO5. Source: OMol25; level of theory: the ωB97M-V functional and the def2-TZVPD basis.

The geometry in XYZ format:
```
23
Properties=species:S:1:pos:R:3
H 1.4805 3.4696 0.1907
H 1.7303 -1.6426 -1.0174
H 0.0662 -0.2514 -2.0538
H 0.0351 -1.6321 2.0382
O -1.2359 1.8451 0.5464
H 1.4221 -3.1684 1.8305
O 0.7828 1.8300 -2.4439
H -0.1652 1.9600 -2.5544
O -0.5082 -0.8553 2.5130
H -1.5542 -0.9351 0.4116
H -1.1662 -1.3919 2.9697
H -0.2838 2.1805 0.3870
C -0.0502 -0.5479 -0.9948
H 0.6318 -2.3693 0.0700
C -1.4859 -0.7916 -0.6614
H -1.3720 1.9370 1.4953
H 0.3527 0.1133 -0.1807
H -1.8663 -1.7372 -1.0851
O 0.6615 -2.7757 1.3859
N 0.7184 -1.7309 -0.8621
H 1.0111 2.1686 -1.5198
O 1.0720 2.6388 -0.0730
H -2.2306 -0.0306 -0.9037
```

Calculated values
HOMO = -9.39 eV


*x*
5 unconnected molecules or ions with the total composition C2H15NO5. Source: OMol25; level of theory: the ωB97M-V functional and the def2-TZVPD basis.

The geometry in XYZ format:
```
23
Properties=species:S:1:pos:R:3
H 1.5533 -2.2233 -2.4027
H -0.0236 0.8729 2.9530
H 1.8649 1.5177 1.4211
H -0.4630 0.6008 0.5521
H 1.5959 0.4017 3.4538
H -2.5314 0.6692 1.4556
H 1.3179 -0.7605 -2.8738
H -2.3401 -2.1298 -1.9213
C 0.8064 0.1975 2.7213
O -2.5376 1.3037 0.7675
O 0.4405 -1.1611 2.8418
H -3.4133 1.2105 0.3489
O 1.7877 1.6171 -2.6243
H -3.2844 -0.9137 -2.1605
O -3.2364 -1.8475 -1.9529
H 2.2669 -0.1215 1.0952
H 0.5575 -0.5511 -0.1614
O 0.8925 -1.5568 -2.6060
C 1.4237 0.5192 1.3610
H 0.1372 -1.4354 1.9949
N 0.4698 0.3709 0.2420
H 1.7755 1.4240 -1.6775
H 0.9398 1.9955 -2.8276
```

Calculated values
SMILES = NCCO.O.O.O.O
HOMO = -9.61 eV


*x* comes first in stability; the runner-up is 175.6 kcal/mol higher.


*w*
A molecular structure, C31H50P2Yb. Source: OMol25; level of theory: the ωB97M-V functional and the def2-TZVPD basis.

The geometry in XYZ format:
```
84
Properties=species:S:1:pos:R:3
C -0.7193 3.4327 -1.6760
C -0.3603 -2.0455 1.1564
H 1.4529 -6.4517 0.3106
H 0.3580 0.8735 2.4869
C 0.0861 4.6426 5.5403
C -2.5892 -0.8728 2.4786
H 1.8050 -0.2140 -3.0666
C 0.4088 -5.0796 -2.2859
C -2.9151 -1.9326 -0.0856
H -0.4953 -4.7174 -2.7957
H -2.7413 2.1808 -3.7642
H -0.4244 -4.7230 -0.3925
C -1.8373 2.5689 -1.8607
H 0.4869 2.7506 -3.3190
H 2.3501 3.9704 3.0576
C 2.5098 -4.7210 -3.7280
H -1.6934 3.4767 5.9528
H 1.9319 5.5878 4.9039
C 0.5534 2.8008 3.4386
H 3.9232 -3.3904 -0.7924
C 3.3638 -4.1035 -1.4144
H -1.9364 -0.4190 3.2379
H 1.6184 -4.7838 0.8210
H 0.2366 4.8083 1.2418
H -2.5787 0.7490 -2.7420
H -1.2953 1.8500 4.1147
H 1.8998 -6.5678 -2.7531
C 0.0433 5.0723 0.1898
H -0.3562 6.0994 0.1824
H 1.6740 -2.3919 0.4986
H 0.8734 -6.0512 -4.0926
H -4.1988 1.7843 0.4698
H 1.9039 -1.9160 -2.5226
C 1.4220 -5.6914 -3.2071
H -1.9529 4.1063 2.2204
H -3.5736 3.5972 1.7014
H -2.5571 -2.0575 -1.1169
H 0.5134 4.5009 -3.0521
C 0.7210 -2.0522 0.0691
H -0.7995 -3.0483 1.2659
C -0.5983 2.6822 4.2827
C 0.7982 1.8733 2.3870
H 3.4655 -1.0018 -0.6651
C 1.6213 -5.4314 -0.0724
C 1.4582 3.8810 3.6846
C 0.4744 -5.0229 -0.9490
H 1.7940 1.9034 1.9339
H -0.0920 5.3443 6.3553
H 2.8965 -0.1060 0.7850
C -0.9100 4.1357 -0.4517
H -3.0079 -2.9156 0.3966
C -2.7242 2.7536 -0.7629
H 0.3212 -1.2178 -2.9610
H -3.5087 -0.2728 2.4119
C 0.4862 3.5248 -2.5414
C 3.0260 -5.3883 -0.7191
H 1.0026 5.0790 -0.3405
P -1.7576 -0.8652 0.8458
Yb -0.6532 1.8563 0.0872
H -4.1516 1.2177 -1.2202
C -4.0448 2.0968 -0.5735
C -2.6944 4.1849 1.4090
C 3.1469 -3.8259 -2.7086
H 1.4242 3.4443 -1.9657
C -2.0809 1.6845 -3.0341
C -2.1462 3.7172 0.1132
H 3.1488 -6.2499 -1.3850
H 3.2838 -5.3207 -4.2362
C 1.2216 4.7741 4.7224
H 0.4659 -2.7638 -0.7282
H 3.1758 0.7647 -0.7473
H 3.7525 -5.5121 0.0987
H 3.5597 -2.9014 -3.1323
H -1.1472 1.4383 -3.5535
C 2.8212 -0.1825 -0.3102
P 1.0595 -0.4317 -0.7810
H -4.8670 2.7885 -0.8239
C -0.8161 3.5877 5.3148
H -2.8497 -1.8926 2.7885
C 1.2944 -1.0041 -2.4982
H -3.8950 -1.4337 -0.0988
H 2.0708 -4.0867 -4.5143
H 0.0643 -1.7708 2.1325
H -3.0004 5.2437 1.3541
```

Calculated values
spin multiplicity = 2
total charge = +1
HOMO (spin up / spin down) = -10.11 / -9.65 eV


*x*
A molecular structure, C31H50P2Yb. Source: OMol25; level of theory: the ωB97M-V functional and the def2-TZVPD basis.

The geometry in XYZ format:
```
84
Properties=species:S:1:pos:R:3
H 3.3520 1.1804 -2.3250
C -2.4372 0.3264 2.5867
C 2.6870 0.4119 -1.9088
C -7.5892 -3.8066 0.0518
C -7.0328 -3.9046 -1.3858
C 2.6229 1.7780 0.9469
C -6.6365 -3.1335 1.0104
H 3.9418 -2.6455 -1.1397
H -2.6901 2.2921 -0.3153
H 0.4299 0.6529 3.7315
C 5.9939 -1.8179 1.4260
H -3.3623 -0.4862 -1.3714
C 1.7782 -1.7974 0.3220
C 3.6931 -1.3232 1.9913
C 5.5831 -2.2864 0.1789
C 4.2280 -2.2711 -0.1650
H -3.1895 -2.1822 0.7869
C -2.0609 2.3608 -1.2075
P -0.8964 -0.5116 2.0134
H 5.3675 -0.9760 3.3004
H -2.2427 -3.6476 0.5071
H 2.4087 -0.2692 -2.7173
H 0.2130 1.5693 -3.9922
C 5.0493 -1.3389 2.3312
P -1.3448 -1.6852 -0.7130
H -0.4642 -2.8604 2.0322
C -5.1271 -5.5350 -0.7761
H -8.5118 -3.2156 0.0077
C -0.6753 1.8580 -0.9332
H 1.0891 -0.9576 3.3400
H -0.3790 -0.8323 4.3363
H 3.2799 2.6071 0.6496
H -6.6238 -6.2002 0.6368
C -1.4009 -2.2945 2.0124
H -6.7925 -2.0612 1.1322
C -0.3080 3.0475 1.3674
H -2.9280 -0.2453 3.3824
C 1.4781 1.0414 -1.2909
C -5.6173 -3.6678 1.6938
C -2.1678 -2.5748 0.7159
H -5.3942 -5.5413 2.6942
C -0.5562 -3.0551 -1.6558
H -5.0504 -2.9855 2.3285
H 2.2999 1.9593 1.9761
C -5.5473 -6.0267 0.5881
H -1.2542 0.7695 -3.4254
H -1.3376 -3.7644 -1.9391
H 1.7649 -2.2073 -0.7017
H -4.1769 -5.9334 -1.1326
H -2.0473 3.4126 -1.5281
H 0.1230 2.7151 2.3158
H -7.8825 -4.7956 0.4079
H -3.4760 -2.2120 -1.8153
H 0.0178 4.0830 1.2007
Yb 0.0000 0.0000 0.0000
H -1.9896 -2.5458 2.9024
H 0.2523 -0.1504 -3.5763
H -5.2499 -4.4419 -2.5268
H 0.1514 -3.5716 -1.0001
C -0.1707 0.8164 -3.2904
C -2.8125 -1.3408 -1.7752
H 3.0161 -0.9377 2.7167
H -0.0277 -2.6868 -2.5423
H -5.0762 -7.0008 0.7657
H -6.8796 -2.8854 -1.7679
C 0.1698 -0.3866 3.5027
C 1.4473 1.6583 0.0272
H 1.3192 -2.5482 0.9784
H 3.2439 -0.1624 -1.1623
H -1.3961 3.0589 1.4679
H -2.5431 1.7809 -1.9993
C 0.1280 2.1819 0.2242
H -2.1962 1.3228 2.9656
H 6.3155 -2.6634 -0.5231
H -4.0120 -5.0434 1.7453
C 0.1917 1.1844 -1.8831
H -3.1248 0.4396 1.7439
H -2.4907 -1.1003 -2.7917
C -5.1103 -5.0855 1.7324
C 3.2539 -1.7753 0.7325
H -7.8055 -4.3446 -2.0357
H 3.2102 0.8544 0.9377
H 7.0432 -1.8283 1.6918
C -5.7434 -4.6588 -1.5784
```

Calculated values
spin multiplicity = 2
total charge = +1
HOMO (spin up / spin down) = -9.96 / -9.95 eV


*w* comes first in stability; the runner-up is 101.0 kcal/mol higher.


*w*
A single C2HN3O2 molecule. Source: OMol25; level of theory: the ωB97M-V functional and the def2-TZVPD basis.

The geometry in XYZ format:
```
8
Properties=species:S:1:pos:R:3
O 0.3828 1.6446 -0.3245
N 0.3116 0.1799 1.5601
H 0.1850 -0.4750 -0.4721
N -1.3440 1.6130 2.1580
C -0.9228 1.4325 -0.0539
O 0.5239 -0.8939 2.0839
C 0.1214 0.3580 0.2239
N -1.3972 2.0627 1.1032
```

Calculated values
HOMO (spin up / spin down) = -8.95 / -9.37 eV


*x*
A single C2HN3O2 molecule. Source: OMol25; level of theory: the ωB97M-V functional and the def2-TZVPD basis.

The geometry in XYZ format:
```
8
Properties=species:S:1:pos:R:3
O -0.4918 -2.0864 0.9059
N -0.6546 1.2772 0.7849
C 0.4626 -0.3269 -0.5601
H 0.7854 -1.0556 -1.3509
N 0.3258 1.0248 -0.4496
O 0.7840 1.8971 -1.1644
C -0.3067 -0.9577 0.5908
N -0.9047 0.2274 1.2434
```

Calculated values
HOMO (spin up / spin down) = -10.15 / -10.15 eV


*x* comes first in stability; the runner-up is 79.2 kcal/mol higher.


*w*
2 unconnected molecules or ions with the total composition C3H11NO. Source: OMol25; level of theory: the ωB97M-V functional and the def2-TZVPD basis.

The geometry in XYZ format:
```
16
Properties=species:S:1:pos:R:3
H -3.0353 1.9418 -0.7990
C 0.6674 0.0608 0.0107
H -1.1519 -1.0717 -0.1439
C 1.9483 -0.6125 0.5278
C -0.5411 -0.7163 0.6581
H -1.1723 0.0280 1.1450
H 1.9942 -0.6477 1.6148
H 0.5671 1.1433 0.0191
H 2.0047 -1.5963 0.1120
O -2.9671 2.1186 0.1493
H -0.2307 0.1670 -1.8869
H 0.7977 -1.0980 -1.7863
H -2.0568 1.8884 0.2942
H -0.1976 -1.5452 1.2465
H 2.7482 0.0982 0.2956
N 0.6254 -0.1585 -1.4571
```

Calculated values
SMILES = CC(C)N.O
HOMO = -9.02 eV


*x*
2 unconnected molecules or ions with the total composition C3H11NO. Source: OMol25; level of theory: the ωB97M-V functional and the def2-TZVPD basis.

The geometry in XYZ format:
```
16
Properties=species:S:1:pos:R:3
C 0.2774 0.1590 -1.8877
C 1.1923 -0.4747 -0.8011
H -0.6677 -1.4283 1.7528
H -1.3956 2.5001 1.5123
H 2.0187 0.2284 -0.7088
N -0.9697 1.6956 1.9369
H -0.1812 -2.3488 0.2969
O 0.5726 -0.4626 0.4443
C -0.4661 -1.3731 0.6909
H 1.5261 -1.4337 -1.1994
H 0.0912 1.2095 -1.7084
H -0.5716 1.9847 2.8254
H -1.3457 -1.0865 0.1369
H 0.7534 0.0598 -2.8589
H -0.6264 -0.4501 -1.9051
H -0.2080 1.2208 1.4730
```

Calculated values
SMILES = CCOC.N
HOMO = -9.52 eV


*w* comes first in stability; the runner-up is 1.8 kcal/mol higher.


*w*
2 unconnected molecules or ions with the total composition C5H10NO3. Source: OMol25; level of theory: the ωB97M-V functional and the def2-TZVPD basis.

The geometry in XYZ format:
```
19
Properties=species:S:1:pos:R:3
O 4.9985 0.6126 -0.8494
H -1.3164 -0.9415 -0.5252
H -2.0838 1.1344 0.0538
H -2.4174 0.4573 1.6687
H -1.1778 -1.2967 1.2298
C -1.5970 0.7488 0.9555
H 0.3349 0.6047 -1.9303
C 0.8664 -0.1762 -1.2988
N 4.0338 -0.0117 -0.5421
H 2.3653 0.9847 0.8264
H -0.7299 1.3479 1.3754
C 0.6095 -0.3933 0.1959
H 0.9215 -1.1774 -1.7900
C 1.4036 0.3937 1.1549
C -0.9750 -0.5665 0.4886
H 1.8743 0.2531 -1.3952
O 1.5022 -1.1586 1.0461
H 3.4624 -1.5535 0.7801
O 4.3103 -1.1694 0.4230
```

Calculated values
total charge = -1
HOMO (spin up / spin down) = -1.78 / -1.77 eV


*x*
2 unconnected molecules or ions with the total composition C5H10NO3. Source: OMol25; level of theory: the ωB97M-V functional and the def2-TZVPD basis.

The geometry in XYZ format:
```
19
Properties=species:S:1:pos:R:3
C -0.5648 0.6321 1.2960
C 0.9308 -0.3917 -0.4581
H 0.2062 -1.3766 1.3137
C -0.3004 1.8062 1.8409
H -0.9504 2.6714 1.9678
O 2.9629 -1.5066 0.0577
H -2.7718 1.1671 -0.8553
H -0.0107 0.1156 -2.1695
O 1.6993 -2.3245 -1.6286
O -3.0417 0.3336 -1.2617
H 1.4468 0.5450 -0.6535
C 1.9695 -1.5339 -0.6925
H 0.6938 2.0220 2.2262
H -0.2392 -1.4074 -1.7187
C 0.5234 -0.3715 1.0287
H -1.5440 0.2927 0.9705
H 1.4147 -0.1284 1.5886
H -2.2023 -0.0927 -1.4860
N -0.2219 -0.4523 -1.3663
```

Calculated values
total charge = -1
HOMO = -4.36 eV


*x* comes first in stability; the runner-up is 178.4 kcal/mol higher.